# 1
Entry from OMol25: C42H53BN7O2S3ScSe3Te as an isolated structure at a distorted geometry (the ωB97M-V functional and the def2-TZVPD basis).

```
113
Properties=species:S:1:pos:R:3:lowdin_charge:R:1
Sc -0.3526 -0.7987 -1.0269 0.383
C 1.3653 -6.0195 -0.4409 -0.058
C 2.1838 -4.7704 -0.5268 -0.244
C 3.4808 -4.7253 -0.1025 0.052
C 4.2113 -3.5245 -0.1974 -0.208
N 3.6877 -2.4653 -0.7530 0.199
N 2.4217 -2.5065 -1.1764 0.012
B 1.8665 -1.2259 -1.7923 -0.767
N 1.5805 -1.3812 -3.2754 -0.016
N 2.0163 -2.5055 -3.8431 0.187
C 1.7186 -2.7589 -5.0932 -0.204
C 0.9926 -1.8386 -5.8625 0.048
C 0.5324 -0.6846 -5.2835 -0.248
C -0.2865 0.3116 -6.0395 -0.070
C 0.8150 -0.4683 -3.9164 -0.573
S 0.1831 0.8862 -3.0202 0.655
C 2.2940 -4.0584 -5.6451 -0.539
C 2.3774 -5.1049 -4.5306 -0.046
C 3.7039 -3.7618 -6.1727 -0.037
C 1.4296 -4.6051 -6.7835 -0.049
N 2.8209 -0.0524 -1.5181 -0.020
N 3.8115 0.1064 -2.3965 0.199
C 4.6916 1.0496 -2.2008 -0.208
C 4.6083 1.8814 -1.0624 0.063
C 3.6081 1.7101 -0.1550 -0.237
C 3.4795 2.5653 1.0640 -0.064
C 2.6543 0.6794 -0.4080 -0.600
S 1.3346 0.3925 0.6504 0.678
C 5.7582 1.1810 -3.2820 -0.547
C 6.8775 2.1324 -2.8598 -0.063
C 6.3583 -0.1999 -3.5671 -0.048
C 5.0788 1.7158 -4.5488 -0.039
C 1.6111 -3.5763 -1.0400 -0.568
S -0.0479 -3.4512 -1.4866 0.795
C 5.6618 -3.4033 0.2507 -0.547
C 6.5459 -3.9810 -0.8630 -0.037
C 6.0288 -1.9362 0.4769 -0.053
C 5.8907 -4.1831 1.5497 -0.052
H 1.8600 -6.7609 0.1852 0.080
H 1.2165 -6.4440 -1.4369 0.083
H 0.3749 -5.8004 -0.0424 0.065
H 3.9386 -5.6121 0.3155 0.119
H 0.7722 -2.0417 -6.9019 0.118
H -0.4955 -0.0467 -7.0470 0.082
H 0.2313 1.2703 -6.1012 0.085
H -1.2235 0.5015 -5.5138 0.062
H 3.0250 -4.7715 -3.7206 0.075
H 2.7747 -6.0366 -4.9389 0.087
H 1.3906 -5.2996 -4.1049 0.076
H 4.3374 -3.3816 -5.3694 0.082
H 3.6780 -3.0165 -6.9709 0.086
H 4.1573 -4.6717 -6.5713 0.086
H 0.3935 -4.7387 -6.4684 0.069
H 1.8127 -5.5780 -7.0960 0.088
H 1.4415 -3.9569 -7.6612 0.078
H 5.3382 2.6638 -0.9059 0.114
H 4.2272 3.3573 1.0594 0.081
H 3.6003 1.9634 1.9665 0.087
H 2.4788 2.9977 1.1206 0.048
H 7.3341 1.8247 -1.9166 0.089
H 6.5272 3.1611 -2.7546 0.084
H 7.6578 2.1307 -3.6225 0.087
H 6.8970 -0.5774 -2.6945 0.079
H 7.0621 -0.1288 -4.3989 0.086
H 5.5801 -0.9181 -3.8223 0.072
H 4.6250 2.6928 -4.3696 0.089
H 4.2944 1.0320 -4.8756 0.080
H 5.8105 1.8196 -5.3530 0.086
H 6.4154 -3.4126 -1.7859 0.082
H 6.2944 -5.0243 -1.0669 0.084
H 7.5982 -3.9363 -0.5740 0.086
H 5.8894 -1.3472 -0.4292 0.059
H 7.0750 -1.8719 0.7826 0.086
H 5.4097 -1.4918 1.2588 0.091
H 5.7946 -5.2605 1.4087 0.074
H 5.1867 -3.8753 2.3251 0.094
H 6.9012 -3.9941 1.9160 0.085
Se -2.2858 1.2047 1.8844 0.086
Se -2.6866 3.5315 2.0883 -0.072
Te -0.8686 3.7519 0.3094 0.431
Se -1.9314 1.5551 -0.4357 0.040
C -1.9124 -5.5238 -4.0552 -0.052
C -2.5697 -4.1722 -3.9797 -0.237
C -2.3281 -3.2411 -4.9792 -0.049
C -2.9493 -2.0012 -4.9625 -0.074
C -3.8004 -1.6803 -3.9256 -0.029
C -4.0368 -2.5949 -2.9041 -0.213
N -4.9647 -2.1937 -1.9033 0.102
C -4.9177 -2.2961 -0.5274 -0.195
C -6.1440 -2.5091 0.1307 -0.027
C -6.2137 -2.6773 1.4937 -0.077
C -5.0559 -2.6506 2.2730 -0.080
C -3.8577 -2.3829 1.6539 -0.022
C -3.7654 -2.1712 0.2715 -0.065
C -2.4838 -1.6347 -0.2192 -0.636
O -2.3381 -1.2341 -1.4158 -0.149
O -1.5025 -1.4740 0.5854 -0.191
C -3.4425 -3.8621 -2.9235 -0.161
C -3.7180 -4.9017 -1.8706 -0.018
H -1.3417 -5.6173 -4.9791 0.063
H -2.6465 -6.3317 -4.0383 0.078
H -1.2339 -5.6789 -3.2136 0.058
H -1.6537 -3.4968 -5.7870 0.095
H -2.7589 -1.2828 -5.7504 0.095
H -4.2600 -0.7018 -3.8660 0.119
H -5.8655 -1.9291 -2.2652 0.140
H -7.0440 -2.5768 -0.4696 0.112
H -7.1774 -2.8494 1.9565 0.105
H -5.1030 -2.8096 3.3410 0.101
H -2.9450 -2.2961 2.2283 0.120
H -4.6634 -4.7343 -1.3642 0.076
H -2.9294 -4.9132 -1.1118 0.083
H -3.7519 -5.8972 -2.3126 0.072
```

Output
- E_tot (Eh) = -11618.73199
- E_HOMO (eV) = -5.779
- relative energy (zero: lowest compared OMol25 entry of this formula, charge and spin) (kcal/mol) = 23.18
- gap between HOMO and LUMO (hartree) = 0.1752

=====

# 2
Entry from OMol25: C42H53BrCl3FNO2PSn as an isolated structure at a distorted geometry (the ωB97M-V functional and the def2-TZVPD basis).

```
105
Properties=species:S:1:pos:R:3:lowdin_charge:R:1
Sn 0.4288 -0.3959 0.6543 1.324
C -3.1936 -3.0770 -1.8587 -0.094
C -2.6214 -1.8108 -1.2289 -0.510
C -3.6440 -0.6717 -1.2093 -0.118
P -1.8457 -1.9637 0.4492 1.075
C -3.1802 -1.8867 1.7226 -0.514
C -2.5254 -2.0534 3.0982 -0.113
C -4.4301 -2.7616 1.6051 -0.098
C -1.0873 -3.5967 0.4584 -0.288
C -1.8439 -4.7487 0.6635 -0.066
C -1.2979 -6.0205 0.6453 -0.276
C -2.1670 -7.2424 0.7557 -0.052
C 0.0792 -6.1306 0.4368 -0.031
C 0.8636 -5.0196 0.2487 -0.006
C 0.3222 -3.7106 0.2486 -0.279
N 1.1045 -2.6484 -0.1571 -0.018
C 2.4954 -2.6762 -0.0438 -0.273
C 3.2231 -2.9111 1.1545 -0.210
C 2.5890 -3.0952 2.5090 -0.097
C 4.6092 -2.8547 1.0967 -0.023
C 5.3070 -2.5900 -0.0739 -0.259
C 6.8087 -2.5627 -0.0958 -0.038
C 4.5768 -2.3326 -1.2295 -0.011
C 3.1979 -2.3556 -1.2339 -0.206
C 2.4425 -2.1443 -2.5133 -0.037
H -3.5458 -2.8415 -2.8654 0.085
H -4.0434 -3.4667 -1.2966 0.066
H -2.4473 -3.8667 -1.9384 0.075
H -1.7716 -1.4883 -1.8427 0.097
H -4.5333 -0.9520 -0.6419 0.073
H -3.9595 -0.4364 -2.2273 0.082
H -3.2209 0.2315 -0.7657 0.054
H -3.4917 -0.8402 1.6240 0.105
H -2.2478 -3.0976 3.2606 0.083
H -3.2289 -1.7654 3.8820 0.086
H -1.6248 -1.4508 3.2005 0.035
H -4.2463 -3.7623 1.9951 0.068
H -4.8060 -2.8434 0.5865 0.054
H -5.2225 -2.3238 2.2155 0.088
H -2.9120 -4.6568 0.8037 0.088
H -3.1458 -6.9956 1.1655 0.073
H -1.7072 -8.0019 1.3887 0.078
H -2.3229 -7.6887 -0.2293 0.082
H 0.5331 -7.1145 0.4014 0.118
H 1.9155 -5.1362 0.0338 0.118
H 1.6572 -2.5430 2.5911 0.028
H 3.2678 -2.7181 3.2729 0.039
H 2.3865 -4.1419 2.7335 0.085
H 5.1675 -3.0034 2.0152 0.123
H 7.2255 -3.0852 0.7643 0.080
H 7.1744 -1.5327 -0.0756 0.050
H 7.1931 -3.0249 -1.0054 0.081
H 5.1046 -2.1097 -2.1508 0.122
H 3.1275 -1.9591 -3.3369 0.077
H 1.7692 -1.2860 -2.4457 0.066
H 1.8275 -3.0142 -2.7499 0.084
C -0.6688 7.2929 1.2318 -0.042
C -1.9705 6.6484 0.7331 -0.559
C -2.4534 7.4045 -0.5057 -0.066
C -3.0507 6.7673 1.8181 -0.051
C -1.7024 5.1731 0.4384 -0.164
C -1.4265 4.3019 1.4935 -0.084
C -1.2331 2.9706 1.2315 -0.553
Br -0.8621 1.7712 2.6324 0.892
C -1.2626 2.4078 -0.0769 -0.401
O -1.1635 1.1255 -0.2453 -0.287
C -1.4283 3.3192 -1.1582 -0.077
C -1.6864 4.6497 -0.8533 0.021
C -1.4219 2.8697 -2.6251 -0.520
C -2.8803 2.7233 -3.0844 -0.030
C -0.6873 1.5430 -2.8681 -0.049
C -0.7287 3.9304 -3.4979 -0.051
H -0.8457 8.3338 1.5141 0.086
H 0.0940 7.2716 0.4518 0.090
H -0.2744 6.7664 2.1017 0.080
H -2.7076 8.4289 -0.2282 0.085
H -3.3463 6.9418 -0.9307 0.090
H -1.6843 7.4534 -1.2780 0.084
H -3.3204 7.8162 1.9583 0.083
H -2.7101 6.3813 2.7792 0.075
H -3.9492 6.2185 1.5307 0.092
H -1.3682 4.6558 2.5141 0.105
H -1.8688 5.3277 -1.6714 0.092
H -3.3912 1.9523 -2.5042 0.068
H -2.9164 2.4423 -4.1404 0.089
H -3.4257 3.6606 -2.9605 0.085
H -1.2448 0.6919 -2.4818 0.056
H 0.3003 1.5416 -2.4016 0.079
H -0.5567 1.4096 -3.9444 0.087
H -1.2913 4.8618 -3.5531 0.073
H -0.6358 3.5525 -4.5175 0.083
H 0.2715 4.1537 -3.1227 0.096
Cl 8.0467 0.9873 1.1096 0.665
C 6.3152 0.9217 0.9245 -0.682
C 5.5320 0.4541 1.9626 -0.132
C 4.1604 0.4130 1.8049 -0.545
Cl 3.1729 -0.2140 3.0762 0.825
C 3.5056 0.8466 0.6333 -0.463
O 2.2100 0.8551 0.4908 -0.255
C 4.3644 1.2898 -0.3940 -0.573
Cl 3.6475 1.8188 -1.8862 0.706
C 5.7385 1.3383 -0.2617 -0.137
H 5.9779 0.1214 2.8893 0.111
H 6.3516 1.6974 -1.0759 0.107
F 0.3914 -1.1135 2.4821 -0.506
```

Output
- E_tot (Eh) = -6447.61727
- E_HOMO (eV) = -7.343
- relative energy (zero: lowest compared OMol25 entry of this formula, charge and spin) (kcal/mol) = 27.70
- gap between HOMO and LUMO (hartree) = 0.1879

=====

# 3
Entry from OMol25: a 2-piece molecular cluster, C42H53ClF5N4O6P2S3 overall at a distorted geometry (the ωB97M-V functional and the def2-TZVPD basis).

```
116
Properties=species:S:1:pos:R:3:lowdin_charge:R:1
C 5.0090 -0.3011 4.3736 -0.067
C 4.4851 1.0130 3.8394 -0.286
O 3.8614 0.8008 2.5944 -0.148
C 3.4643 1.9984 1.9646 -0.190
C 2.3052 2.6845 2.6862 -0.129
O 1.6317 3.6376 1.8521 -0.020
C 1.0488 3.0910 0.7769 -0.346
N 0.4885 1.9370 0.8752 0.211
C -0.0287 1.4077 -0.2716 -0.182
C -0.5994 0.1077 -0.2316 -0.212
S -0.6071 -0.6842 1.3733 0.742
O -0.9465 -2.0767 1.3258 -0.342
O 0.6087 -0.4647 2.1095 -0.286
C -1.9805 0.1679 2.3263 -0.457
F -2.9391 -0.7205 2.5520 0.145
F -2.4932 1.1567 1.5825 0.129
C -1.5461 0.7272 3.7040 -0.605
F -2.6558 1.1397 4.3202 0.185
F -0.7535 1.7731 3.5786 0.188
F -0.9973 -0.2076 4.4500 0.201
C -1.1281 -0.4577 -1.3942 -0.285
P -1.8779 -2.1853 -1.3127 0.705
O -3.2188 -2.1870 -2.2501 -0.379
Cl -0.5155 -3.2622 -2.5288 0.219
C -1.0979 0.2820 -2.6142 -0.218
C -1.6915 -0.1745 -3.9294 -0.153
C -2.8902 0.7275 -4.2977 -0.235
C -4.2668 0.2116 -3.8835 -0.485
S -4.6197 0.7427 -2.1936 0.979
C -6.2490 0.1755 -1.9372 -1.091
S -7.1215 -0.5821 -3.0711 0.765
N -6.8033 0.4305 -0.6378 -0.087
C -6.6241 1.8324 -0.2983 -0.287
C -7.5599 2.7268 -0.8053 -0.010
C -7.4517 4.0903 -0.5491 -0.069
C -6.4058 4.5721 0.2278 -0.080
C -5.4680 3.6764 0.7369 -0.066
C -5.5709 2.3198 0.4677 -0.058
C -6.3551 -0.4854 0.3731 -0.234
C -5.5755 -1.6072 0.1093 -0.045
C -5.1775 -2.4716 1.1265 -0.082
C -5.5803 -2.2388 2.4365 -0.103
C -6.3750 -1.1268 2.7074 -0.075
C -6.7650 -0.2649 1.6930 -0.021
C -0.5297 1.5375 -2.6048 0.051
C 0.0208 2.1219 -1.4619 -0.179
N 0.5947 3.3719 -1.5651 0.167
C 1.1099 3.8269 -0.4597 -0.322
P 1.9292 5.4785 -0.4328 0.989
C 3.7275 5.0115 -0.5000 -0.252
C 1.5229 6.2473 -2.0427 -0.438
C -0.0146 6.3868 -2.1766 -0.167
H 5.5529 -0.8478 3.6025 0.067
H 5.7098 -0.1445 5.1864 0.079
H 4.1820 -0.9341 4.6866 0.078
H 5.3109 1.7315 3.7834 0.126
H 3.7825 1.4057 4.5798 0.121
H 4.3123 2.6886 1.9054 0.126
H 3.2082 1.7199 0.9437 0.120
H 2.7044 3.2560 3.5174 0.133
H 1.6361 1.9347 3.0998 0.110
H -3.0545 -2.6748 -3.0695 0.043
H -0.9292 -0.0025 -4.6885 0.122
H -1.9127 -1.2306 -3.9643 0.061
H -2.9294 0.9361 -5.3635 0.116
H -2.7697 1.6974 -3.8193 0.089
H -5.0190 0.6860 -4.5099 0.066
H -4.4059 -0.8574 -3.9956 0.054
H -8.3821 2.3656 -1.4059 0.120
H -8.1917 4.7501 -0.9748 0.104
H -6.3372 5.6303 0.4236 0.101
H -4.6538 4.0687 1.3292 0.103
H -4.8421 1.6349 0.8761 0.098
H -5.2660 -1.8345 -0.9001 0.068
H -4.5732 -3.3431 0.9230 0.103
H -5.2980 -2.9119 3.2307 0.101
H -6.6838 -0.9365 3.7248 0.104
H -7.3941 0.5874 1.9061 0.121
H -0.5053 2.1034 -3.5266 0.138
H 4.1402 5.1131 -1.4996 0.038
H 3.8337 3.9798 -0.1784 0.011
H 4.2480 5.6513 0.2027 0.029
H 1.9383 5.7157 -2.8989 0.071
H 1.9886 7.2292 -2.0355 0.068
H -0.2617 7.4276 -2.3559 0.065
H -0.4874 6.1166 -1.2324 0.045
H -0.4107 5.7445 -2.9515 0.059
C 2.6417 -3.9645 0.7570 0.017
C 3.7265 -3.2514 -0.0897 -0.424
C 3.5870 -3.5959 -1.5725 -0.114
C 4.0534 -4.9981 -1.9496 -0.146
C 5.4985 -5.2218 -1.5029 -0.102
C 5.7110 -4.9784 0.0061 -0.430
N 5.1249 -3.6148 0.3681 0.072
O 5.8998 -2.7441 0.1434 0.228
C 5.0571 -6.1211 0.8114 -0.020
C 7.1964 -5.0363 0.3546 -0.019
C 3.4255 -1.7707 0.0731 -0.015
H 1.7490 -4.1372 0.1588 0.100
H 2.9441 -4.9233 1.1678 0.063
H 2.3540 -3.3518 1.6105 0.098
H 4.1539 -2.8720 -2.1686 0.139
H 2.5381 -3.4547 -1.8236 0.106
H 3.3960 -5.7488 -1.5054 0.118
H 3.9762 -5.1226 -3.0303 0.131
H 5.8087 -6.2428 -1.7212 0.142
H 6.1593 -4.5635 -2.0765 0.137
H 4.9995 -5.8775 1.8727 0.105
H 5.6603 -7.0201 0.7161 0.100
H 4.0637 -6.3872 0.4588 0.075
H 7.7976 -4.3555 -0.2471 0.093
H 7.5646 -6.0406 0.1677 0.103
H 7.3638 -4.8056 1.4075 0.106
H 3.5766 -1.4393 1.1028 0.095
H 2.3801 -1.6005 -0.1776 0.101
H 4.0252 -1.1304 -0.5752 0.097
```

Output
- E_tot (Eh) = -5139.13102
- E_HOMO (eV) = -9.449
- net charge = +1
- gap between HOMO and LUMO (hartree) = 0.1188